No. 1
C3H3N3O | wB97M-V/def2-TZVPD

The geometry in XYZ format:
```
10
Properties=species:S:1:pos:R:3:forces:R:3
H 0.7007 -1.4777 -0.0038 -0.5 -0.4 1.3
N 0.2731 -1.5903 1.0154 -0.1 0.6 -0.7
N -0.4010 -0.6413 1.3527 0.1 0.1 -0.1
C -0.5424 0.5758 0.4636 0.1 -0.6 0.4
C 0.1488 0.4799 -0.7979 0.0 0.0 0.0
C 0.9570 -0.4883 -1.2304 0.6 0.7 -1.5
O 1.7101 -1.0421 -1.9397 -0.6 0.1 0.8
N -1.2174 1.5598 0.8824 0.2 -0.5 -0.2
H -1.6451 1.3611 1.7913 0.2 -0.1 -0.2
H 0.0161 1.2631 -1.5335 -0.1 0.0 0.1
```
Forces are in eV/Å.

As for the relative energy (zero: lowest compared OMol25 entry of this formula, charge and spin): 78.3 kcal per mole. Its HOMO energy is -0.3568 Eh. The calculation puts the LUMO energy at -0.617 eV. The calculation puts the HOMO-LUMO gap at 9.09 eV. The total energy is -355.5151 Eh. As for the max |F|: 1.746 eV Å⁻¹. As for the SMILES: [H]/N=N\C(C=C=O)=N/[H].

***

No. 2
C25H21BrFN2O8S2 | wB97M-V/def2-TZVPD

The geometry in XYZ format:
```
60
Properties=species:S:1:pos:R:3:forces:R:3
C 1.9665 -4.0255 4.1692 0.1 -0.1 0.0
C 0.9706 -2.9184 3.9831 -0.3 0.2 0.0
C -0.3076 -3.0180 4.5420 -0.1 0.1 0.0
C -1.2743 -2.0476 4.2935 0.1 -0.1 -0.4
C -0.9521 -0.9732 3.4612 -0.1 0.1 0.5
S -2.2536 0.1037 2.8789 0.2 -0.1 -2.0
O -3.5087 -0.3207 3.4300 0.4 0.2 0.2
O -1.8084 1.4714 2.9289 -0.1 -0.6 0.3
N -2.2822 -0.2662 1.1850 0.9 0.6 2.6
C -3.2011 -1.0671 0.5359 -1.2 -0.8 -1.2
C -4.0417 -2.0307 1.0813 0.2 0.1 0.0
C -4.9262 -2.7049 0.2356 0.3 0.3 -1.0
C -4.8877 -2.4687 -1.1572 -0.3 -0.1 0.6
C -4.0308 -1.5162 -1.7187 0.6 0.2 0.8
Br -3.8582 -1.3986 -3.5989 -0.3 -0.3 0.1
C -3.2204 -0.7343 -0.8643 -0.6 -1.2 0.4
C -2.3925 0.4148 -1.0059 1.1 0.9 -0.5
N -2.6241 1.5215 -1.8070 -0.2 1.1 -0.6
O -3.2091 1.4153 -2.9089 0.4 0.0 1.5
O -2.2664 2.6537 -1.3613 -0.3 -1.0 -0.5
C -1.5806 0.6232 0.2503 -3.5 1.1 0.7
C 0.3600 -0.7712 3.0421 -0.1 0.0 -0.1
C 1.2974 -1.7729 3.2556 0.0 -0.1 0.2
H 2.8847 -3.8059 3.6185 -0.1 -0.1 0.1
H 2.2179 -4.1602 5.2283 0.0 0.0 -0.2
H 1.5596 -4.9776 3.8075 0.1 0.2 0.0
H -0.5551 -3.8819 5.1598 0.0 0.2 -0.1
H -2.2775 -2.1276 4.7041 0.1 -0.1 -0.2
H -4.0082 -2.2357 2.1451 -0.1 0.0 -0.2
H -5.6301 -3.4311 0.6438 0.3 0.1 -0.2
H -5.5410 -3.0404 -1.8141 0.2 0.1 0.1
H -1.6175 1.6565 0.5932 -0.2 0.1 -0.2
H 0.6523 0.1369 2.5207 -0.1 -0.2 0.0
H 2.2934 -1.6795 2.8236 -0.2 0.1 0.2
C 0.4104 4.0954 -2.3481 0.0 0.1 -0.6
C 1.0043 3.5383 -1.0901 0.0 -0.2 0.1
O 0.3742 2.2516 -0.9535 0.6 -0.8 1.5
C 0.8220 1.3222 -0.0831 0.5 0.7 -0.7
C -0.2381 0.2786 -0.0007 3.5 -1.8 -1.4
F 0.1840 -0.9441 0.3797 -0.4 0.5 0.1
S 0.5678 -0.4310 -2.4799 -0.3 0.1 -0.3
C 1.6997 -1.7865 -3.0756 -0.2 0.0 0.5
C 2.7937 -1.4278 -3.8506 0.3 -0.2 -0.1
C 3.6625 -2.4169 -4.3229 -0.3 -0.2 0.2
C 3.4322 -3.7588 -3.9971 -0.2 0.2 0.1
C 2.3202 -4.1147 -3.2174 0.1 0.4 -0.1
C 1.4425 -3.1192 -2.7633 0.3 -0.2 0.0
O -0.7489 -0.8391 -2.9549 0.0 -0.4 -0.1
O 1.1707 0.7321 -3.1195 0.3 0.5 -0.2
O 1.8803 1.3044 0.5254 -1.1 0.1 -0.5
H 0.6703 5.1497 -2.4528 0.0 0.0 0.0
H 0.7934 3.5435 -3.2092 0.0 0.0 0.0
H -0.6747 3.9723 -2.3414 0.1 0.1 0.1
H 2.0936 3.4329 -1.1612 -0.2 -0.1 0.2
H 0.7291 4.1536 -0.2252 0.2 -0.2 0.0
H 2.9691 -0.3854 -4.1031 -0.2 -0.1 0.2
H 4.5183 -2.1250 -4.9348 -0.2 -0.2 0.2
H 4.1241 -4.5266 -4.3448 -0.2 0.2 0.1
H 2.1403 -5.1648 -2.9696 0.0 0.4 -0.1
H 0.5624 -3.3762 -2.1718 0.2 0.1 -0.2
```
Forces are in eV/Å.

As for the charge: -1. Its HOMO energy is -0.1494 Eh. The calculation puts the LUMO energy at 0.843 eV. The calculation puts the HOMO-LUMO gap at 4.91 eV. The total energy is -5146.7904 Eh. As for the max |F|: 4.217 eV Å⁻¹.

***

No. 3
C33H61OReSbSe2Si3 | wB97M-V/def2-TZVPD

The geometry in XYZ format:
```
102
Properties=species:S:1:pos:R:3:forces:R:3
Re -0.4479 0.9638 0.0413 3.0 1.8 0.9
C -2.4922 2.5028 3.5860 0.1 -0.2 0.0
Se -1.3756 3.0353 2.0649 -0.2 -1.0 -1.3
C -2.9381 3.4575 0.9172 0.0 -0.2 0.2
C -2.5639 3.7610 -0.5133 -0.1 0.4 -0.3
Se -1.8265 2.2351 -1.5165 -1.1 0.8 0.2
C -0.9790 3.2845 -2.8783 0.3 0.3 -0.4
H -3.2953 3.2337 3.6823 0.1 0.0 -0.1
H -1.8801 2.5285 4.4860 0.0 0.0 -0.1
H -2.8993 1.5030 3.4296 0.0 0.2 0.0
H -3.4087 4.3374 1.3645 0.0 -0.1 -0.1
H -3.6261 2.6071 0.9891 0.1 0.2 0.0
H -1.8060 4.5499 -0.5634 -0.1 -0.1 0.0
H -3.4443 4.0955 -1.0690 0.1 0.0 0.1
H -0.2010 3.9099 -2.4415 -0.1 -0.1 0.0
H -1.7597 3.8973 -3.3257 0.1 0.0 0.0
H -0.5503 2.6260 -3.6299 -0.1 0.0 0.1
C 5.2144 -1.5037 -5.9638 0.1 0.0 -0.1
C 4.4106 -0.7054 -5.0004 -0.2 0.2 0.3
C 3.0441 -0.9333 -4.8651 0.0 0.1 0.0
C 2.2705 -0.2168 -3.9765 0.0 0.0 0.0
C 0.7999 -0.4682 -3.9287 -0.1 -0.1 0.1
C 2.8841 0.7640 -3.1522 0.0 -0.2 -0.3
C 2.1500 1.4849 -2.1654 0.7 0.1 0.2
O 0.9575 1.3315 -1.8561 -0.8 -0.6 1.0
C 4.2750 1.0231 -3.2991 -0.1 -0.1 -0.1
C 5.0054 2.0466 -2.4845 0.1 0.1 0.1
C 4.9975 0.2920 -4.2213 0.0 0.0 0.0
H 4.7262 -2.4464 -6.1980 0.0 0.0 0.0
H 6.2098 -1.6983 -5.5725 0.1 0.0 0.0
H 5.3294 -0.9480 -6.8944 0.0 0.0 -0.1
H 2.5800 -1.6878 -5.4832 -0.1 -0.1 0.0
H 0.5361 -1.3299 -4.5383 0.0 0.0 0.0
H 0.2676 0.4031 -4.3171 -0.1 0.0 0.1
H 0.4686 -0.6312 -2.9033 -0.1 -0.1 -0.2
H 2.7173 2.2501 -1.6202 0.0 0.0 0.0
H 4.6076 3.0508 -2.6318 0.0 0.0 0.0
H 6.0495 2.0558 -2.7853 0.0 0.1 0.1
H 4.9661 1.8180 -1.4194 0.0 0.0 0.1
H 6.0537 0.4906 -4.3400 0.1 0.0 0.0
C 0.4236 0.1858 3.4387 0.2 0.1 -0.2
C 1.5835 0.5515 2.5101 -0.1 0.4 0.2
C 2.7780 -0.3669 2.8112 -0.2 0.0 -0.1
C 1.1489 0.4571 1.0806 -0.8 -0.2 -1.0
C 2.0511 2.0009 2.6987 0.0 0.0 0.1
C 2.5803 2.7321 1.6380 0.0 0.0 0.1
C 3.0849 4.0070 1.8292 0.0 0.0 -0.1
C 3.0813 4.5775 3.0898 -0.1 0.0 0.0
C 2.5503 3.8633 4.1503 0.0 0.1 0.1
C 2.0387 2.5894 3.9577 0.0 0.0 -0.1
H -0.0220 -0.7407 3.0763 0.0 0.0 0.2
H -0.3361 0.9630 3.4042 -0.1 -0.1 0.2
H 0.7716 0.0441 4.4571 -0.1 0.0 0.2
H 2.4724 -1.4092 2.7688 0.0 -0.2 0.0
H 3.1587 -0.1581 3.8071 0.0 0.0 0.1
H 3.5898 -0.2059 2.1066 0.1 0.0 -0.1
H 2.0338 0.1499 0.4891 -0.2 0.2 -0.2
H 2.6207 2.2954 0.6509 0.0 0.0 -0.1
H 3.4952 4.5517 0.9920 0.1 0.1 -0.1
H 3.4888 5.5648 3.2410 0.0 0.1 0.0
H 2.5396 4.2961 5.1389 0.0 0.0 0.1
H 1.6551 2.0469 4.8063 -0.1 -0.1 0.1
C -4.7239 -0.6806 2.4227 0.6 -0.5 0.2
Si -3.1850 -1.7514 2.8332 0.2 0.2 -0.1
C -3.3619 -3.6313 2.6127 0.0 0.8 0.1
C -2.4124 -1.3542 4.5415 -0.2 -0.1 -0.9
Sb -1.6725 -1.1917 0.5882 -0.9 -2.4 0.6
Si 0.1077 -3.2530 0.3270 -0.5 0.1 -0.1
C -0.8393 -4.7144 -0.4570 0.4 0.7 0.4
C 1.4116 -2.5153 -0.8556 -0.5 -0.2 0.5
C 0.6738 -3.6442 2.1124 -0.1 0.2 -0.8
Si -3.4737 -1.5730 -1.3519 0.0 0.1 0.1
C -4.3708 -3.1999 -0.9643 0.4 0.6 -0.2
C -4.7152 -0.1280 -1.3445 0.6 -0.4 0.0
C -2.3783 -1.6366 -2.9118 -0.4 0.1 0.6
H -5.2870 -0.4264 3.3166 0.0 0.0 0.2
H -5.3986 -1.2121 1.7574 0.0 -0.1 -0.1
H -4.4360 0.2465 1.9293 0.1 0.1 0.0
H -4.3059 -3.9861 3.0137 -0.2 0.0 0.1
H -2.5715 -4.1538 3.1413 0.2 0.0 0.1
H -3.3112 -3.9183 1.5695 -0.1 0.0 -0.2
H -3.0860 -1.6981 5.3250 -0.2 -0.1 0.0
H -2.2300 -0.2964 4.7116 0.0 0.1 -0.1
H -1.4714 -1.8820 4.6752 0.1 -0.1 0.0
H -1.2967 -4.4555 -1.4074 0.0 0.1 -0.1
H -1.6169 -5.0821 0.2050 -0.1 0.0 0.2
H -0.1597 -5.5421 -0.6371 0.2 -0.1 0.0
H 1.1778 -2.7523 -1.8892 -0.2 -0.1 -0.2
H 2.4107 -2.8920 -0.6601 0.2 -0.1 0.1
H 1.4325 -1.4316 -0.7536 0.1 0.0 0.0
H 0.3808 -2.8569 2.8010 0.0 0.1 0.1
H 1.7526 -3.7610 2.1734 0.2 0.0 0.0
H 0.2291 -4.5736 2.4520 -0.2 -0.2 0.0
H -4.9213 -3.1436 -0.0312 -0.1 0.1 0.2
H -3.6976 -4.0478 -0.9083 0.2 -0.1 0.0
H -5.0905 -3.4060 -1.7503 -0.2 0.0 -0.2
H -5.4165 -0.2135 -0.5213 -0.1 -0.1 0.2
H -5.2961 -0.1163 -2.2616 -0.1 -0.1 -0.2
H -4.2167 0.8368 -1.2642 0.0 0.0 0.0
H -1.5350 -2.3098 -2.7681 0.1 -0.1 0.0
H -1.9848 -0.6457 -3.1344 0.0 0.1 0.0
H -2.9286 -1.9723 -3.7863 -0.2 -0.1 -0.1
```
Forces are in eV/Å.

As for the charge: +2. Its HOMO energy (spin up / spin down) is -0.4719 / -0.4686 Eh. The calculation puts the LUMO energy (spin up / spin down) at -6.444 / -6.304 eV. The calculation puts the HOMO-LUMO gap (spin up / spin down) at 6.40 / 6.45 eV. The total energy is -7358.5976 Eh. As for the max |F|: 3.602 eV Å⁻¹. The spin multiplicity is 2. The expectation value of S² is 0.820.